# C18H17O

A 2-piece molecular cluster, C18H17O overall (ωB97M-V/def2-TZVPD, the OMol25 dataset).

The geometry in XYZ format:
```
36
Properties=species:S:1:pos:R:3:forces:R:3:nbo_charge:R:1
C -0.68902 4.53855 -0.15393 -1.287 1.147 -0.384 -0.28
O 0.26469 3.64635 0.37752 2.773 -2.280 -2.386 -0.41
C 1.01401 3.02483 -0.56550 -1.140 0.615 2.364 0.45
C 2.02295 2.12104 -0.20934 0.187 -0.161 0.602 -0.15
C 2.82416 1.45087 -1.16500 -0.354 0.335 -0.102 -0.09
C 3.80266 0.57696 -0.75721 0.090 -0.072 -0.228 -0.23
C 4.01704 0.34035 0.59531 -0.165 0.141 -0.103 -0.06
C 3.24251 0.98765 1.54825 -0.096 0.067 0.293 -0.23
C 2.26199 1.86318 1.15761 -0.120 0.113 0.126 -0.09
H -1.23914 4.96919 0.68093 0.148 -0.122 0.002 0.23
H -0.19751 5.34383 -0.70023 0.016 -0.052 0.023 0.21
H -1.39004 4.00973 -0.79951 0.037 -0.058 -0.002 0.22
H 0.82925 3.22956 -1.60896 -0.324 0.280 -0.214 0.21
H 2.66042 1.63547 -2.21296 -0.024 0.002 -0.253 0.23
H 4.41268 0.07054 -1.48796 0.021 -0.021 -0.110 0.25
H 4.78639 -0.34586 0.90953 0.118 -0.103 0.007 0.24
H 3.41114 0.80527 2.59721 0.016 -0.020 0.105 0.25
H 1.65591 2.37685 1.88407 -0.048 0.021 0.211 0.24
C -1.91976 -0.58379 -2.65990 -0.236 -0.227 -0.630 -0.27
C -1.04118 -0.53454 -1.59142 0.211 -0.215 -0.192 -0.19
C -1.51228 0.37830 -0.66397 0.170 0.526 0.513 -0.34
C -2.71256 0.92777 -1.13796 0.043 0.630 0.996 0.00
C -2.97485 0.30887 -2.42755 -0.254 -0.480 -0.930 -0.09
C -4.06171 0.50688 -3.28051 0.537 0.026 0.681 -0.07
C -5.12752 1.36188 -3.08772 -0.323 0.143 -0.158 -0.25
C -5.39357 2.20934 -2.02112 0.086 -0.083 -0.026 -0.12
C -4.68013 2.42216 -0.85071 -0.169 0.270 0.165 -0.26
C -3.49069 1.85580 -0.44708 0.331 -0.573 -0.595 -0.13
H -1.83263 -1.22127 -3.52426 -0.002 -0.020 -0.089 0.22
H -0.14754 -1.13087 -1.49923 0.077 -0.051 0.048 0.21
H -1.04421 0.61278 0.27714 -0.051 0.041 0.230 0.20
H -4.06352 -0.08710 -4.18031 -0.006 -0.093 -0.215 0.22
H -5.86897 1.36856 -3.87352 -0.077 0.009 -0.089 0.22
H -6.30401 2.78532 -2.10722 -0.116 0.036 -0.028 0.22
H -5.11802 3.12209 -0.15399 -0.111 0.095 0.046 0.22
H -3.10643 2.14201 0.51765 0.044 0.132 0.320 0.20
```
Positions in Å, forces in eV/Å.

## Properties
Energy above the lowest of the compared OMol25 structures with the same formula, charge and spin in kcal/mol: 9.6
Calculated total energy in Eh: -771.00715
Charge: +1
Spin multiplicity: 1
E_LUMO in Eh: -0.209